[1]
This record from the OMol25 dataset describes a molecular structure, C45H70F3N12O9SV. The level of theory is ωB97M-V/def2-TZVPD.

Results
Energy = -128774.1657 eV
ΔE to the lowest compared entry with this formula, charge and spin = 312.1 kJ/mol
⟨S²⟩ = 2.017
Multiplicity = 3
HOMO (spin up / spin down) = -7.2 / -7.2 eV

Each line ends with the Löwdin spin population.
CARTESIAN COORDINATES (ANGSTROEM)
V -2.029 -0.049 -2.830  1.970
N -2.960 -2.565 -3.103  0.006
O -3.510 -3.613 -3.132  0.019
O -2.383 -2.076 -2.148  -0.024
O -3.022 -1.630 -3.901  -0.013
N -0.375 1.402 -4.522  0.004
O 0.144 2.034 -5.391  0.008
O -0.619 1.763 -3.357  -0.007
O -0.985 0.336 -4.658  -0.004
C 0.692 1.191 0.273  0.000
F 0.828 2.245 -0.568  0.000
F 1.868 0.643 0.522  0.000
F 0.199 1.551 1.464  0.000
S -0.507 -0.083 -0.491  0.002
O -0.532 -1.221 0.431  0.002
O -1.806 0.492 -0.794  0.009
O -0.179 -0.419 -1.861  0.012
N -2.571 1.317 4.940  0.000
C -1.200 1.290 5.041  0.000
C -0.682 0.319 4.256  0.000
C -1.782 -0.231 3.514  0.000
C -2.913 0.400 3.982  0.000
H -3.165 1.885 5.528  0.000
H -0.762 1.981 5.746  0.000
H 0.346 0.013 4.126  0.000
H -1.674 -0.954 2.719  0.000
H -3.939 0.279 3.669  0.000
N 4.133 0.748 -5.357  0.000
C 3.330 1.593 -4.701  0.000
C 3.071 1.183 -3.460  0.000
C 3.774 -0.079 -3.291  0.000
C 4.444 -0.304 -4.515  0.000
H 4.451 0.872 -6.308  0.000
H 3.054 2.503 -5.212  0.000
H 2.402 1.677 -2.771  0.000
H 3.784 -0.754 -2.448  0.000
H 5.097 -1.093 -4.858  0.000
N 1.205 -4.430 3.445  0.000
C 0.513 -5.229 4.300  0.000
C -0.791 -4.721 4.461  0.000
C -0.946 -3.657 3.619  0.000
C 0.313 -3.442 3.082  0.000
H 2.139 -4.420 3.060  0.000
H 0.987 -6.090 4.748  0.000
H -1.639 -5.067 5.033  0.000
H -1.821 -3.048 3.439  0.000
H 0.664 -2.693 2.388  0.000
N 0.088 -2.986 -5.571  0.000
C -0.473 -3.966 -4.811  0.000
C 0.092 -3.872 -3.517  0.000
C 1.067 -2.896 -3.543  0.000
C 0.943 -2.274 -4.759  0.000
H -0.004 -2.826 -6.564  0.000
H -1.134 -4.714 -5.221  0.000
H -0.132 -4.502 -2.669  0.000
H 1.612 -2.514 -2.693  0.000
H 1.472 -1.404 -5.119  0.000
N -4.195 -3.949 0.483  0.000
C -3.635 -2.785 1.036  0.000
C -4.610 -1.976 1.585  0.000
C -5.787 -2.728 1.518  0.000
C -5.533 -3.830 0.754  0.000
H -3.678 -4.715 0.076  0.000
H -2.577 -2.696 0.842  0.000
H -4.454 -0.977 1.965  0.000
H -6.755 -2.434 1.896  0.000
H -6.203 -4.632 0.480  0.000
N -2.642 2.834 1.749  0.000
C -2.173 3.755 0.761  0.000
C -3.319 4.297 0.078  0.000
C -4.416 3.787 0.690  0.000
C -4.002 2.868 1.675  0.000
H -2.017 2.332 2.364  0.000
H -1.111 3.911 0.642  0.000
H -3.240 4.986 -0.750  0.000
H -5.479 3.934 0.573  0.000
H -4.521 2.314 2.443  0.000
N 4.287 -3.343 2.050  0.000
C 4.148 -4.648 1.689  0.000
C 3.109 -4.841 0.773  0.000
C 2.588 -3.571 0.637  0.000
C 3.259 -2.688 1.388  0.000
H 4.937 -2.830 2.628  0.000
H 4.820 -5.384 2.105  0.000
H 2.810 -5.792 0.359  0.000
H 1.757 -3.301 0.001  0.000
H 3.183 -1.622 1.538  0.000
N 1.645 5.195 1.845  0.000
C 0.542 5.895 2.330  0.000
C -0.159 5.126 3.261  0.000
C 0.627 3.965 3.427  0.000
C 1.776 4.075 2.658  0.000
H 2.331 5.495 1.166  0.000
H 0.240 6.835 1.892  0.000
H -1.106 5.404 3.700  0.000
H 0.308 3.070 3.941  0.000
H 2.613 3.405 2.525  0.000
C 7.808 1.165 3.541  0.000
C 6.816 -0.004 3.240  0.000
N 5.752 0.176 2.218  0.000
C 6.329 0.620 0.946  0.000
C 5.301 0.430 -0.121  0.000
C 4.682 1.063 2.766  0.000
C 3.839 0.335 3.817  0.000
H 8.507 1.005 4.362  0.000
H 7.307 2.077 3.867  0.000
H 8.472 1.249 2.681  0.000
H 7.385 -0.873 2.909  0.000
H 6.282 -0.311 4.140  0.000
H 6.589 1.677 0.895  0.000
H 7.200 0.034 0.652  0.000
H 4.369 0.991 -0.055  0.000
H 5.665 0.601 -1.134  0.000
H 4.985 -0.612 -0.075  0.000
H 3.945 1.289 1.995  0.000
H 5.048 2.056 3.028  0.000
H 4.432 0.259 4.728  0.000
H 3.545 -0.673 3.527  0.000
H 2.926 0.901 4.003  0.000
C -4.597 3.624 -3.474  -0.001
C -3.461 2.598 -3.362  0.002
N -3.810 1.183 -3.100  0.000
C -4.800 0.788 -4.146  0.004
C -4.283 1.000 -5.586  0.001
C -4.604 1.191 -1.775  0.005
C -4.912 -0.198 -1.252  0.003
H -4.112 4.588 -3.627  0.000
H -5.200 3.752 -2.575  0.000
H -5.313 3.436 -4.275  0.000
H -2.806 2.714 -4.226  0.000
H -2.849 2.894 -2.510  0.000
H -5.100 -0.260 -4.113  0.000
H -5.758 1.299 -4.052  0.000
H -3.213 1.106 -5.766  0.000
H -4.719 0.264 -6.262  0.000
H -4.626 1.966 -5.955  0.000
H -5.564 1.667 -1.977  0.000
H -4.183 1.726 -0.923  0.000
H -3.957 -0.402 -0.768  0.001
H -5.109 -0.893 -2.068  0.000
H -5.751 -0.140 -0.558  0.000

[2]
This record from the OMol25 dataset describes 7 unconnected molecules or ions with the total composition C28H31Br4N3O12. The level of theory is ωB97M-V/def2-TZVPD.

Results
SMILES = O=[N+]([O-])c1ccccc1.O=[N+]([O-])c1ccccc1.O=[N+]([O-])c1ccccc1.O=C1OCCO1.O=C1OCCO1.BrCCBr.BrCCBr
Energy = -338738.1419 eV
HOMO = -10.3 eV

Each line ends with the Löwdin charge.
CARTESIAN COORDINATES (ANGSTROEM)
O 2.865 -5.253 -2.459  0.048
N 3.739 -4.657 -3.155  -0.322
O 4.383 -5.181 -4.033  0.096
C 3.914 -3.201 -2.912  -0.104
C 3.369 -2.508 -1.841  0.010
C 3.627 -1.135 -1.667  -0.069
C 4.348 -0.437 -2.552  -0.090
C 4.836 -1.096 -3.617  -0.134
C 4.663 -2.396 -3.827  -0.013
H 2.817 -3.030 -1.074  0.111
H 3.154 -0.557 -0.886  0.098
H 4.633 0.603 -2.485  0.124
H 5.336 -0.495 -4.363  0.117
H 5.158 -2.740 -4.723  0.124
O 0.076 3.714 -7.108  0.074
N -0.536 2.753 -6.708  -0.354
O -1.766 2.748 -6.768  0.049
C 0.182 1.516 -6.216  -0.095
C -0.586 0.548 -5.544  -0.022
C -0.065 -0.595 -4.978  -0.095
C 1.291 -0.749 -5.180  -0.056
C 2.165 0.234 -5.805  -0.040
C 1.618 1.406 -6.387  0.021
H -1.639 0.681 -5.346  0.116
H -0.681 -1.245 -4.374  0.056
H 1.631 -1.675 -4.741  0.094
H 3.229 0.049 -5.849  0.084
H 2.268 1.990 -7.021  0.112
O -0.760 7.834 3.499  0.091
N 0.127 7.062 3.751  -0.345
O 1.064 7.185 4.542  0.084
C -0.003 5.778 2.996  -0.155
C 1.109 5.113 2.621  -0.016
C 1.036 3.951 1.844  -0.061
C -0.190 3.418 1.530  -0.081
C -1.369 4.095 1.900  -0.048
C -1.273 5.330 2.606  0.013
H 2.049 5.621 2.778  0.126
H 1.960 3.515 1.494  0.108
H -0.319 2.513 0.955  0.091
H -2.356 3.727 1.661  0.089
H -2.163 5.833 2.953  0.113
O -1.910 -5.607 2.122  0.127
C -2.898 -4.994 1.720  -0.521
O -2.875 -4.207 0.578  0.031
C -4.165 -3.719 0.358  -0.182
C -5.008 -4.658 1.225  -0.114
O -4.115 -5.090 2.227  0.082
H -4.315 -2.655 0.540  0.062
H -4.541 -3.818 -0.660  0.131
H -5.379 -5.530 0.687  0.135
H -5.885 -4.211 1.694  0.120
O 3.585 2.217 7.120  0.133
C 3.059 1.416 6.352  -0.593
O 3.446 0.190 6.189  0.098
C 2.555 -0.575 5.408  -0.136
C 1.332 0.271 5.510  -0.160
O 1.866 1.511 5.823  0.096
H 2.853 -0.748 4.374  0.068
H 2.387 -1.568 5.825  0.140
H 0.514 -0.189 6.065  0.140
H 0.889 0.360 4.518  0.083
Br -6.972 -1.005 2.396  0.585
C -5.906 0.658 2.337  -0.685
C -4.642 0.449 1.588  -0.620
Br -3.693 -0.932 2.626  0.670
H -5.834 0.957 3.383  0.058
H -6.492 1.374 1.761  0.065
H -4.024 1.346 1.544  0.060
H -4.817 0.031 0.596  0.063
Br 1.389 -1.181 2.066  0.704
C 0.451 -1.736 0.448  -0.691
C -0.964 -1.131 0.274  -0.653
Br -1.490 -1.421 -1.610  0.663
H 0.304 -2.814 0.370  0.068
H 1.084 -1.464 -0.397  0.001
H -1.097 -0.078 0.525  0.038
H -1.634 -1.715 0.906  -0.018